{"formula": "C62H55N4O3PdSe2Te2", "method": "ωB97M-V with the def2-TZVPD basis set", "symbols": ["Te", "Te", "Pd", "Se", "Se", "O", "O", "O", "N", "N", "N", "N", "C", "C", "C", "C", "C", "C", "C", "C", "C", "C", "C", "C", "C", "C", "C", "C", "C", "C", "C", "C", "C", "C", "C", "C", "C", "C", "C", "C", "C", "C", "C", "C", "C", "C", "C", "C", "C", "C", "C", "C", "C", "C", "C", "C", "C", "C", "C", "C", "C", "C", "C", "C", "C", "C", "C", "C", "C", "C", "C", "C", "C", "C", "H", "H", "H", "H", "H", "H", "H", "H", "H", "H", "H", "H", "H", "H", "H", "H", "H", "H", "H", "H", "H", "H", "H", "H", "H", "H", "H", "H", "H", "H", "H", "H", "H", "H", "H", "H", "H", "H", "H", "H", "H", "H", "H", "H", "H", "H", "H", "H", "H", "H", "H", "H", "H", "H", "H"], "xyz": [[-2.41393, -0.52516, 1.20931], [0.86369, -2.17764, -4.60508], [-0.16816, -0.00869, -0.01166], [-1.57306, 3.63142, 0.92772], [0.23781, 2.43334, -0.08250], [1.95880, 0.80538, -1.00845], [-0.25465, -3.57397, -3.36900], [4.84249, 3.24780, 0.19394], [1.81583, 1.44946, 1.99640], [-2.36656, 2.38421, -1.43434], [1.21147, -1.68117, -1.47038], [-0.58035, -1.98377, -0.07151], [4.78467, -1.48479, -1.01855], [2.73061, -3.50614, 0.91562], [3.19153, 3.52920, -1.45167], [-3.23469, 1.99901, -2.37128], [3.16803, 0.35883, -0.97866], [3.46338, -1.03826, -1.03485], [2.01584, 5.62213, -1.68510], [2.56694, 3.05257, -2.59846], [5.58026, 0.73522, -0.86671], [2.60636, 3.90597, 3.02634], [-1.58905, -1.74356, 2.73893], [4.35710, 0.47758, -4.83345], [-5.50582, 1.74584, 3.25660], [2.12363, -0.43889, -4.80563], [1.73466, 3.84127, 1.95219], [-4.58438, 2.29491, -2.32253], [2.66708, 1.52664, 3.01705], [-2.82746, 3.07804, -0.40283], [2.37413, -2.01309, -1.04769], [-0.80840, -2.57227, -2.54419], [1.37768, 2.58708, 1.47908], [1.37215, 5.13036, -2.81453], [-0.49221, -3.37840, 4.69346], [-4.78492, 0.93013, 2.38862], [-3.40002, 0.80056, 2.57330], [-2.64582, -4.21996, -2.05271], [-4.89399, 2.42708, 4.29850], [-2.76349, 1.47237, 3.62455], [-4.84984, -3.50552, -1.39273], [3.09080, 2.72624, 3.56657], [1.65958, 3.85443, -3.27595], [7.28335, -1.13032, -1.00757], [-5.68743, 3.30159, 5.23001], [-2.24079, -2.89683, -2.18017], [3.47314, -0.53457, -4.48073], [5.86646, -0.62134, -0.97161], [-1.29509, 1.35962, 3.89787], [4.14919, 2.70376, -0.64816], [-1.83602, -3.47515, 4.36930], [2.92856, 4.82616, -1.01492], [-4.17057, 3.42179, -0.25246], [-3.15690, -1.88429, -1.92032], [2.64188, -3.36956, -0.46595], [-0.66001, -1.29279, -3.40009], [-3.94198, -4.52211, -1.65767], [-3.52504, 2.27463, 4.46608], [3.03356, -5.87766, 0.67224], [0.31084, -2.45788, 4.03798], [2.91602, -4.75786, 1.48415], [2.75417, -4.49335, -1.27578], [0.06294, -2.53812, -1.25263], [-5.05483, 3.02660, -1.23799], [-0.23946, -1.63925, 3.06284], [1.66674, 0.68517, -5.48886], [3.90027, 1.58122, -5.53908], [-4.45324, -2.18210, -1.52829], [-3.87407, -2.80192, 3.07240], [2.55500, 1.68365, -5.86649], [-2.40983, -2.66749, 3.38942], [2.95617, -5.74286, -0.70708], [4.28524, 1.23268, -0.86796], [-5.53789, 0.22075, 1.28862], [-0.89853, 2.31203, 4.25566], [3.02200, 0.58095, 3.41234], [-6.10507, 3.27746, -1.15716], [4.58804, 2.36693, -5.82413], [-4.50251, 3.97130, 0.61895], [1.80535, 6.62395, -1.33207], [3.18239, -6.85464, 1.11364], [-5.15301, -1.37905, -1.32497], [2.19635, 2.54547, -6.41578], [-3.02649, 2.80406, 5.27214], [-5.24635, 1.96070, -3.10925], [-5.50573, -0.86454, 1.40625], [2.96975, -4.85837, 2.56091], [2.91619, 4.86434, 3.42225], [0.38772, -0.91895, 2.54744], [1.16346, 3.47182, -4.15754], [-2.84836, -0.84796, -2.00715], [-1.10414, 0.60366, 4.66302], [-5.66544, 2.90545, 6.24679], [1.35362, 4.73514, 1.47623], [-4.24637, -5.55688, -1.56094], [2.65842, -4.38919, -2.35018], [0.64976, 5.74537, -3.33689], [-1.54111, -1.11564, -4.01636], [5.40131, 0.39996, -4.55719], [3.84416, -1.39810, -3.94124], [-0.74150, 1.07783, 3.00806], [-6.72875, 3.37038, 4.91792], [4.96666, -2.55483, -1.04899], [-4.30694, -3.64959, 3.60156], [0.61813, 0.77679, -5.75408], [-5.12628, 0.44432, 0.30561], [0.30593, -3.58920, -1.06700], [-5.27475, 4.31094, 5.26502], [7.55107, -1.50746, -1.99751], [-0.32940, -0.38468, -2.89825], [2.65238, -2.62384, 1.54221], [-0.09352, -2.40146, 0.72015], [-4.41923, -1.90298, 3.37346], [-6.57641, 1.84761, 3.11255], [-4.03446, -2.95002, 2.00193], [-5.86189, -3.74348, -1.08975], [1.36266, -2.37322, 4.28231], [3.44772, 5.18576, -0.13591], [6.39257, 1.44751, -0.76809], [-6.58356, 0.52803, 1.29321], [-2.81857, 1.42729, -3.19407], [-0.07420, -4.02353, 5.45557], [3.78944, 2.73073, 4.39153], [-1.93544, -5.00578, -2.27355], [7.43156, -1.94628, -0.29783], [2.76417, 2.04727, -2.94619], [7.98767, -0.33720, -0.75638], [-2.46005, -4.19919, 4.87956], [3.04150, -6.61489, -1.34263]], "forces_ev_per_angstrom": [[0.462, -0.173, -0.212], [-0.126, -0.009, -0.169], [-0.165, 0.202, 0.199], [0.127, -0.143, 0.045], [0.066, -0.039, -0.005], [-0.345, 0.101, 0.334], [0.132, 0.036, 0.044], [0.074, 0.045, -0.024], [-0.127, -0.032, -0.020], [0.026, -0.009, 0.085], [0.157, -0.263, -0.297], [-0.023, -0.099, 0.029], [-0.010, -0.006, 0.004], [0.033, -0.009, 0.002], [-0.017, 0.024, -0.023], [-0.026, -0.029, -0.011], [-0.390, 0.075, -0.092], [0.056, -0.095, 0.017], [-0.017, 0.016, -0.013], [-0.004, -0.017, -0.056], [0.005, 0.018, 0.020], [0.002, -0.003, -0.007], [0.031, 0.079, -0.001], [-0.010, 0.013, 0.014], [-0.008, -0.038, -0.023], [0.088, -0.048, 0.073], [-0.004, 0.024, -0.026], [0.013, -0.004, -0.014], [0.010, -0.009, 0.020], [0.008, -0.027, -0.074], [-0.024, -0.076, 0.057], [0.012, 0.077, 0.044], [0.014, 0.014, 0.036], [0.005, 0.016, 0.016], [-0.020, -0.002, -0.005], [0.009, 0.055, -0.022], [0.055, 0.038, 0.010], [-0.017, -0.003, 0.017], [-0.001, 0.006, 0.019], [-0.081, 0.044, -0.039], [-0.009, 0.027, 0.011], [0.004, -0.001, -0.016], [0.032, -0.010, 0.020], [-0.003, -0.006, -0.006], [0.003, 0.003, -0.003], [-0.011, 0.019, -0.033], [-0.026, 0.022, 0.046], [-0.006, 0.000, 0.011], [0.062, 0.061, 0.027], [-0.102, -0.097, 0.073], [0.020, -0.009, 0.011], [-0.009, -0.021, 0.028], [-0.035, -0.019, 0.009], [-0.015, -0.040, -0.045], [0.041, 0.019, 0.012], [-0.055, -0.019, 0.035], [0.035, -0.010, -0.008], [-0.012, 0.019, 0.007], [-0.003, 0.000, -0.002], [0.020, 0.020, -0.024], [-0.004, 0.011, 0.008], [-0.025, -0.020, 0.011], [-0.098, 0.144, 0.018], [-0.006, -0.006, 0.072], [-0.006, -0.040, 0.012], [-0.018, -0.027, -0.022], [-0.001, 0.002, 0.023], [-0.029, -0.016, -0.018], [0.002, 0.005, 0.006], [-0.010, 0.016, 0.015], [-0.032, 0.033, 0.011], [0.000, -0.007, -0.002], [0.123, 0.075, 0.019], [-0.035, 0.020, 0.046], [-0.013, -0.028, 0.003], [0.004, 0.009, -0.009], [0.003, -0.002, 0.003], [-0.001, 0.000, 0.000], [-0.005, 0.004, -0.011], [-0.004, 0.004, -0.002], [0.001, 0.000, 0.001], [0.006, -0.023, -0.019], [-0.002, 0.006, 0.005], [0.001, -0.005, 0.002], [0.002, 0.004, 0.003], [0.011, -0.003, 0.013], [0.004, -0.006, 0.000], [0.000, -0.001, -0.005], [0.003, 0.031, 0.014], [-0.001, -0.009, -0.021], [0.010, 0.019, -0.005], [0.024, -0.015, -0.014], [0.000, 0.001, -0.001], [0.008, -0.004, 0.003], [0.000, 0.000, -0.002], [-0.005, 0.003, 0.001], [-0.002, 0.002, 0.000], [-0.004, 0.011, 0.023], [-0.004, -0.002, 0.005], [0.004, -0.012, 0.008], [0.121, 0.015, -0.122], [0.000, 0.000, 0.000], [0.005, -0.009, -0.009], [-0.001, 0.003, 0.004], [0.003, -0.002, -0.007], [0.020, 0.057, -0.096], [-0.038, -0.017, 0.014], [0.001, 0.000, 0.002], [0.007, 0.001, 0.000], [0.053, -0.013, -0.003], [0.001, 0.005, -0.008], [0.016, 0.043, -0.014], [-0.004, 0.007, -0.016], [0.003, 0.001, -0.005], [-0.003, -0.010, -0.010], [-0.003, -0.001, -0.001], [-0.005, 0.001, -0.004], [0.005, -0.004, -0.003], [0.002, 0.007, -0.002], [0.006, 0.001, -0.007], [0.004, 0.007, -0.001], [0.001, 0.003, -0.001], [-0.003, -0.003, -0.002], [-0.005, -0.004, 0.001], [0.002, -0.005, -0.002], [0.009, 0.038, -0.013], [0.001, -0.001, 0.004], [-0.002, 0.001, 0.000], [0.003, -0.001, 0.000]], "mulliken_spin": [0.0012, 0.7308, 0.0114, 0.0002, -0.0022, 0.0152, 0.2144, -0.0001, 0.0002, 0.0002, -0.0116, 0.0061, -0.0024, 0.0024, 0.0004, 0.0002, 0.0037, 0.0028, 0.0004, -0.0008, 0.0025, 0.0000, 0.0004, 0.0171, -0.0004, -0.0163, -0.0003, -0.0003, 0.0003, -0.0001, -0.0116, 0.0803, 0.0005, -0.0001, -0.0001, -0.0002, -0.0002, 0.0067, 0.0002, 0.0002, -0.0004, -0.0001, 0.0007, 0.0006, 0.0001, 0.0244, 0.0253, -0.0010, -0.0006, -0.0008, 0.0000, 0.0002, 0.0002, 0.0038, -0.0303, 0.0232, -0.0028, 0.0001, 0.0002, 0.0002, 0.0004, -0.0222, -0.0416, 0.0001, 0.0010, -0.0063, 0.0025, -0.0013, -0.0003, 0.0091, 0.0001, 0.0092, -0.0006, 0.0000, 0.0001, 0.0000, 0.0000, -0.0003, 0.0000, 0.0000, 0.0002, 0.0005, -0.0012, 0.0000, -0.0001, 0.0000, -0.0001, 0.0000, -0.0007, 0.0001, 0.0000, -0.0001, 0.0000, -0.0001, -0.0002, 0.0264, 0.0000, -0.0099, 0.0007, -0.0294, 0.0006, 0.0000, -0.0012, 0.0001, -0.0147, -0.0002, -0.0104, 0.0000, 0.0000, -0.0111, -0.0002, 0.0015, -0.0001, -0.0001, 0.0002, 0.0000, 0.0000, 0.0001, 0.0002, 0.0000, -0.0002, 0.0000, 0.0000, 0.0034, 0.0001, 0.0013, -0.0001, 0.0000, 0.0005], "relative_energy_kj_mol": 109.48, "multiplicity": 2, "homo_lumo_gap_ev": [6.3, 5.8], "total_charge": 0}